1.
Entry from the Open Molecules 2025 dataset: C3H4N2O2 in the gas phase (ωB97M-V/def2-TZVPD).

Computed properties:
- SMILES string = O/N=C1\CC=NO1
- max |F| (eV Å⁻¹) = 5.07
- calculated total energy (eV) = -10246.508
- frontier orbital gap (eV) = 10.2
- ΔE to the lowest compared entry with this formula, charge and spin (eV) = 5.757
- LUMO energy (eV) = 0.76

Geometry as ORCA input:
```
! RIJCOSX wB97M-V def2-TZVPD def2/J DEFGRID3
* xyz 0 1
O -2.433 -0.005 -0.242
N -1.454 -1.041 0.027
C -0.285 -0.624 0.092
C 0.326 0.758 0.118
C 1.696 0.354 -0.147
N 2.012 -0.837 -0.180
O 0.786 -1.589 0.004
H -3.201 -0.564 0.228
H 0.183 1.306 0.972
H -0.108 1.111 -0.843
H 2.478 1.132 -0.027
*
```



2.
Entry from the Open Molecules 2025 dataset: a molecular structure, C2H4ClF3Si (ωB97M-V/def2-TZVPD).

Computed properties:
- max |F| (eV Å⁻¹) = 3.37
- calculated total energy (eV) = -30690.581
- frontier orbital gap (eV) = 11.3
- ΔE to the lowest compared entry with this formula, charge and spin (eV) = 5.519
- LUMO energy (eV) = 0.68

Geometry as ORCA input:
```
! RIJCOSX wB97M-V def2-TZVPD def2/J DEFGRID3
* xyz 0 1
C 0.765 1.027 0.157
C -2.318 0.106 0.058
F -2.368 1.186 -0.690
F -2.904 0.457 1.259
F -3.125 -0.809 -0.494
Si -0.326 -0.506 0.266
Cl 2.335 0.146 -0.024
H 0.900 1.760 0.972
H 0.591 1.522 -0.766
H 0.278 -1.182 -0.910
H -0.641 -0.961 1.531
*
```



3.
Entry from the Open Molecules 2025 dataset: C4H7ClS in the gas phase (ωB97M-V/def2-TZVPD).

Computed properties:
- SMILES string = C=C(CCl)SC
- max |F| (eV Å⁻¹) = 1.50
- calculated total energy (eV) = -27618.361
- frontier orbital gap (eV) = 9.4
- ΔE to the lowest compared entry with this formula, charge and spin (eV) = 0.349
- LUMO energy (eV) = 0.86

Geometry as ORCA input:
```
! RIJCOSX wB97M-V def2-TZVPD def2/J DEFGRID3
* xyz 0 1
C -0.016 2.128 -0.410
C 0.018 0.817 -0.214
C -1.203 0.209 0.422
Cl -2.180 -0.768 -0.734
S 1.449 -0.135 -0.720
C 1.201 -1.776 0.010
H 0.790 2.711 -0.883
H -0.890 2.679 0.032
H -0.901 -0.492 1.248
H -1.842 1.037 0.771
H 1.125 -1.696 1.054
H 2.069 -2.364 -0.242
H 0.378 -2.351 -0.336
*
```